This record from the OMol25 dataset describes a molecular structure, C17H22N4O3S at a distorted geometry. The level of theory is ωB97M-V/def2-TZVPD.

Results
* energy relative to the best compared isomer or geometry (same formula, charge and spin): 40.85 kcal/mol
* max |F|: 1.090 eV Å⁻¹
* total charge: 0

Geometry (Å):
1 C 2.5613 -1.3876 7.3660
2 C 1.9859 -0.9009 6.0452
3 O 2.8912 -1.2656 5.0231
4 C 2.5951 -0.9492 3.7345
5 C 1.4555 -0.2693 3.3182
6 C 1.2634 -0.0027 1.9741
7 C 2.1947 -0.4036 1.0246
8 C 3.3367 -1.0850 1.4389
9 C 3.5282 -1.3514 2.7763
10 H 4.4072 -1.8787 3.1106
11 H 4.0609 -1.4028 0.7083
12 N 1.9354 -0.0990 -0.3185
13 C 2.6271 -0.4564 -1.4232
14 O 3.6827 -1.0460 -1.4508
15 C 1.9611 0.0091 -2.7284
16 H 2.4982 0.8849 -3.1027
17 H 2.0459 -0.8068 -3.4527
18 O 0.6118 0.4173 -2.5866
19 C -0.2750 -0.5807 -2.3878
20 N 0.0768 -1.8359 -2.3528
21 S -1.2366 -2.7559 -2.0528
22 N -2.3065 -1.5217 -1.9728
23 C -1.6878 -0.3738 -2.1614
24 N -2.3278 0.8202 -2.0331
25 C -1.9007 1.9703 -2.8042
26 H -0.8152 1.9740 -2.8841
27 C -2.5463 1.9632 -4.1928
28 C -4.0672 1.9225 -4.0592
29 C -4.4849 0.7267 -3.2056
30 C -3.7678 0.7773 -1.8564
31 H -4.0094 -0.1017 -1.2590
32 H -4.0574 1.6809 -1.3106
33 H -5.5640 0.7278 -3.0481
34 H -4.2142 -0.2031 -3.7092
35 H -4.5285 1.8594 -5.0463
36 H -4.4125 2.8450 -3.5854
37 H -2.2340 2.8503 -4.7456
38 H -2.2025 1.0819 -4.7395
39 H -2.2160 2.8642 -2.2555
40 H 1.0784 0.4178 -0.4717
41 H 0.3711 0.5236 1.6626
42 H 0.7092 0.0572 4.0250
43 H 1.8592 0.1909 6.0663
44 H 1.0057 -1.3648 5.8651
45 H 3.5311 -0.9293 7.5386
46 H 2.6888 -2.4662 7.3388
47 H 1.8918 -1.1266 8.1806

Atom charges from the Löwdin analysis, given in e for atoms 1 to 2: atom 1 (C): -0.0662, atom 2 (C): -0.2689

This record from the OMol25 dataset describes a single C17H22N6O2 molecule at a distorted geometry. The level of theory is ωB97M-V/def2-TZVPD.

Results
* SMILES: C=CC(=O)N[C@H]1CCN(c2c[nH]c3ncc(C(=O)NC(C)C)c-3n2)C1
* energy relative to the best compared isomer or geometry (same formula, charge and spin): 7.94 kcal/mol
* max |F|: 3.482 eV Å⁻¹
* total charge: 0

Geometry (Å):
1 O -2.1718 -4.2905 -2.0456
2 O 0.2405 5.1881 1.7421
3 N 0.6231 -0.9116 -1.5906
4 N 1.5041 -3.4960 -3.8758
5 C -1.4859 -3.2909 -1.7823
6 C 0.0854 4.1719 2.4307
7 C 0.6121 -1.9701 -2.4096
8 C 1.6909 -2.3480 -3.2731
9 C -0.9842 3.2646 4.5689
10 C 0.2987 -3.9611 -3.3936
11 C -0.5040 4.2719 3.7633
12 C -0.2984 -3.0403 -2.5257
13 C 2.8324 -0.4222 -2.4265
14 C 1.7454 -0.1327 -1.5998
15 N 2.7887 -1.5087 -3.3225
16 N 1.8038 0.9317 -0.7173
17 N -1.7907 -2.3966 -0.7871
18 N 0.3557 2.9321 1.8941
19 C -2.6462 -3.2325 1.3668
20 C -3.4319 -1.0326 0.4202
21 C 2.9211 1.8916 -0.5545
22 C 0.6081 1.3196 0.0801
23 C 2.4970 2.7277 0.6685
24 C -2.9534 -2.4557 0.0733
25 C 0.9670 2.7145 0.5990
26 H -0.9661 2.1874 4.3308
27 H -1.3546 3.5311 5.5437
28 H -0.1742 -4.8960 -3.7081
29 H -0.5817 5.2697 4.1515
30 H 3.6838 0.2486 -2.4440
31 H 3.6233 -1.8019 -3.8425
32 H -1.1190 -1.6324 -0.6364
33 H 0.3360 2.1500 2.5363
34 H -3.4885 -3.2906 2.0118
35 H -2.3746 -4.2706 1.1165
36 H -1.8035 -2.7840 1.8863
37 H -2.7376 -0.5021 1.0810
38 H -4.4203 -1.1022 0.9407
39 H -3.5056 -0.4651 -0.4992
40 H 2.9558 2.5243 -1.4495
41 H 3.8698 1.3781 -0.3979
42 H -0.3189 1.3519 -0.5169
43 H 0.4909 0.6433 0.9301
44 H 2.8419 2.2436 1.5873
45 H 2.8826 3.7529 0.6184
46 H -3.7906 -2.9468 -0.4465
47 H 0.6435 3.4867 -0.0962

Atom charges from the Löwdin analysis, given in e for atoms 1 to 2: atom 1 (O): 0.0299, atom 2 (O): 0.0443

This record from the OMol25 dataset describes 3 unconnected molecules or ions with the total composition C17H22N7O4 at a distorted geometry. The level of theory is ωB97M-V/def2-TZVPD.

Results
* max |F|: 7.222 eV Å⁻¹
* total charge: +1

Geometry (Å):
1 C 1.9405 -2.1259 -1.0098
2 C 3.4428 -2.4924 -1.5184
3 C 4.0869 -3.4573 -0.3931
4 N 5.1496 -2.7818 0.4489
5 N 4.6134 -2.7038 1.7347
6 N 4.5730 -3.8205 2.4832
7 C 3.9267 -3.3933 3.6945
8 N 3.6220 -1.9902 3.5884
9 C 4.0707 -1.5039 2.3016
10 N 4.0122 -0.2846 1.7388
11 H 1.8845 -1.9924 0.1275
12 H 1.6188 -1.1321 -1.4948
13 H 1.2056 -2.9611 -1.2761
14 H 4.0765 -1.5666 -1.7013
15 H 3.3246 -3.1456 -2.4535
16 H 3.1920 -3.8219 0.2334
17 H 4.5636 -4.4013 -0.8324
18 H 5.3704 -1.8349 0.1153
19 H 4.9191 -4.7296 2.1589
20 H 3.7156 -4.1146 4.5370
21 H 4.0926 0.5444 2.3471
22 H 3.8176 -0.0917 0.7458
23 C -1.0722 2.8797 0.1570
24 C -1.3349 3.2969 -1.1442
25 C -0.3560 3.1776 -2.1249
26 C 0.8819 2.6343 -1.7903
27 C 1.1538 2.2219 -0.4890
28 C 0.1708 2.3472 0.4860
29 N 1.9094 2.4818 -2.8222
30 O 1.6474 2.8691 -3.9471
31 O 2.9727 1.9687 -2.4963
32 H -1.8406 2.9691 0.9191
33 H -2.3048 3.7126 -1.3948
34 H -0.5723 3.5060 -3.1351
35 H 2.1165 1.8017 -0.2217
36 H 0.3710 2.0265 1.5028
37 C -6.8982 0.1476 -1.3279
38 C -5.8736 -0.4297 -0.5841
39 C -5.2599 0.2920 0.4335
40 C -5.6845 1.5917 0.7005
41 C -6.7043 2.1782 -0.0450
42 C -7.3104 1.4499 -1.0626
43 N -5.0585 2.3472 1.7878
44 O -4.1532 1.8087 2.4098
45 O -5.4776 3.4701 2.0145
46 H -7.3789 -0.4209 -2.1180
47 H -5.5554 -1.4447 -0.7961
48 H -4.4630 -0.1687 1.0059
49 H -7.0365 3.1908 0.1542
50 H -8.1075 1.8959 -1.6473

Atom charges from the Löwdin analysis, given in e for atoms 1 to 2: atom 1 (C): -0.1201, atom 2 (C): -0.1962

This record from the OMol25 dataset describes 2 unconnected molecules or ions with the total composition C17H22NO at a distorted geometry. The level of theory is ωB97M-V/def2-TZVPD.

Results
* energy relative to the best compared isomer or geometry (same formula, charge and spin): 40.36 kcal/mol
* max |F|: 1.372 eV Å⁻¹
* total charge: +1

Geometry (Å):
1 C -2.4624 -1.4153 -1.2000
2 N -2.1094 -0.0004 -1.1896
3 C -2.5187 0.6941 -2.4036
4 C -2.4831 0.7021 0.0260
5 H -2.0259 -1.9302 -0.3264
6 H -3.5537 -1.5629 -1.1865
7 H -2.0495 -1.8756 -2.1132
8 H -2.1173 1.7215 -2.3995
9 H -2.1201 0.1596 -3.2822
10 H -3.6138 0.7484 -2.4907
11 H -2.0649 1.7228 -0.0078
12 H -3.5734 0.7699 0.1461
13 H -2.0643 0.1909 0.9102
14 C 1.3988 3.1915 4.5398
15 O 1.3718 3.5946 3.1545
16 C 1.2115 2.6493 2.1948
17 C 1.2798 3.0969 0.8495
18 C 1.1745 2.2074 -0.1903
19 C 0.9308 0.8202 0.0327
20 C 0.8509 -0.0356 -1.0951
21 C 1.0667 -1.4401 -1.1516
22 C 0.9026 -2.0620 -2.4305
23 C 0.9793 -3.4345 -2.5792
24 C 1.2420 -4.2431 -1.4616
25 C 1.5040 -3.6538 -0.2225
26 C 1.5021 -2.2806 -0.0834
27 C 0.7999 0.3926 1.3790
28 C 0.9825 1.2684 2.4430
29 H 1.5203 4.1020 5.1121
30 H 0.4563 2.7016 4.8051
31 H 2.2460 2.5205 4.7195
32 H 1.4230 4.1638 0.6760
33 H 1.3024 2.5629 -1.2150
34 H 0.7708 0.4578 -2.0711
35 H 0.7198 -1.4244 -3.2916
36 H 0.8149 -3.8829 -3.5556
37 H 1.2526 -5.3315 -1.5693
38 H 1.7119 -4.2897 0.6440
39 H 1.8696 -1.8303 0.8402
40 H 0.5500 -0.6404 1.5807
41 H 0.9223 0.8946 3.4628

Atom charges from the Löwdin analysis, given in e for atoms 1 to 2: atom 1 (C): -0.0963, atom 2 (N): -0.3381

This record from the OMol25 dataset describes a molecular structure, C17H23Cl7N5RhSe. The level of theory is ωB97M-V/def2-TZVPD.

Results
* energy relative to the best compared isomer or geometry (same formula, charge and spin): 168.86 kcal/mol
* max |F|: 0.764 eV Å⁻¹
* total charge: +2

Geometry (Å):
1 Rh -0.2208 0.7868 0.4943
2 Cl 0.5863 3.4690 0.1215
3 C -1.0688 3.8714 0.6020
4 Cl -2.1477 2.4927 0.2366
5 H -1.4116 4.7326 0.0409
6 H -1.0777 4.0309 1.6732
7 Cl -0.1218 -2.0620 -0.9934
8 C 1.3156 -1.6467 -0.0270
9 C 1.3355 -0.4209 0.5865
10 C 2.6023 -0.0948 1.1105
11 Cl 2.7950 1.4265 1.8862
12 C 3.7154 -0.9331 0.9874
13 Cl 5.2230 -0.4905 1.6380
14 C 3.6187 -2.1569 0.2926
15 Cl 4.9512 -3.1917 0.0569
16 C 2.3918 -2.4828 -0.2204
17 Cl 2.1199 -3.8860 -1.2084
18 C -1.2074 -2.1067 3.3017
19 N -2.1907 -1.0511 3.5069
20 C -3.4926 -1.2504 3.9091
21 C -4.0526 -0.0306 4.0509
22 N -3.0865 0.8974 3.7282
23 C -3.2863 2.3388 3.8255
24 C -1.9518 0.2658 3.3851
25 Se -0.2775 1.0344 2.9481
26 H -1.6740 -3.0578 3.5404
27 H -0.3504 -1.9425 3.9504
28 H -0.8741 -2.1114 2.2664
29 H -3.8980 -2.2331 4.0715
30 H -5.0406 0.2586 4.3625
31 H -3.5021 2.6061 4.8574
32 H -4.1147 2.6350 3.1856
33 H -2.3717 2.8306 3.5138
34 C 3.4761 0.0835 -2.5707
35 N 0.0831 -1.5256 -2.4947
36 C 0.2024 -3.7952 -0.9027
37 C -0.0058 -0.1430 -2.6357
38 N -0.0817 0.7021 -1.6213
39 N 0.0554 0.2642 -3.9073
40 C -0.0880 1.6789 -4.2179
41 C 0.1945 -0.6576 -5.0347
42 H 4.0936 0.2967 -1.6999
43 H 2.9692 0.9956 -2.8813
44 H 4.1086 -0.2718 -3.3807
45 H -0.1640 -4.2070 -1.8535
46 H -1.1031 -0.4033 0.7265
47 H 2.7325 -0.6776 -2.3276
48 H -0.0460 1.6580 -1.9516
49 H 0.7456 2.2666 -3.8233
50 H -1.0300 2.0748 -3.8336
51 H -0.0887 1.7924 -5.2976
52 H 0.5006 -1.6378 -4.6889
53 H 0.9584 -0.2737 -5.7085
54 H -0.7477 -0.7480 -5.5761

Atom charges from the Löwdin analysis, given in e for atoms 1 to 2: atom 1 (Rh): 0.3782, atom 2 (Cl): 0.5977

no.,E_HOMO (eV)
1,-7.90
2,-8.03
3,-11.73
4,-11.37
5,-13.86